The following is a DFT calculation (ωB97M-V/def2-TZVPD) of a structure of composition C50H59Br54N5O6S in a non-equilibrium geometry.

Output
HOMO   -8.9 eV
LUMO   -0.348 eV
Gap between HOMO and LUMO   8.5 eV

Structure (ORCA input):
```
! wB97M-V def2-TZVPD RIJCOSX def2/J DEFGRID3
* xyz 0 1
C 1.0048 1.2807 -5.4456
H 3.6846 -13.2688 -0.4524
Br 13.6005 -7.7288 11.8478
Br 12.0372 -5.1737 10.7652
Br -4.1524 8.6289 2.6615
C 2.2580 -4.1395 -3.9192
C -0.9983 3.7592 -2.0270
Br 0.0839 -8.0909 1.7300
Br 5.1527 -6.3127 -2.3182
H -3.5730 2.1676 -0.6826
C 4.1850 -12.3120 -0.4272
C 3.8512 1.0402 -5.0285
C 3.1814 -4.4073 -2.0010
H -7.6515 -8.5346 1.7587
Br -7.9508 7.6551 2.2541
H -5.8683 5.2640 -3.4918
H 2.5422 -8.2113 1.5715
C 4.5908 1.3640 -1.7965
Br 2.1102 -6.3815 -0.0626
Br 10.7434 -8.0663 10.4875
Br -7.0222 0.5203 1.5750
Br 11.3442 -9.7054 4.7230
C 5.0492 -9.1406 -5.2527
Br -5.0058 -0.0609 4.2040
Br -2.6444 9.4068 0.0281
H 3.6329 2.1103 -5.0240
H -5.8586 2.3512 5.1450
Br -5.8912 -8.6705 0.0370
Br 3.2159 5.3214 -0.6649
C 4.2327 -0.3853 1.2825
Br -1.6686 -6.0984 3.9028
C 3.7465 0.9242 -0.6168
H 5.2952 -6.4403 3.2092
H -3.9702 -3.6329 -2.5654
H -0.2449 4.4116 0.4718
H -3.2951 10.8373 1.9344
Br -2.4946 -1.9639 -1.4920
Br 6.8087 -9.4483 -4.5266
N -0.1633 3.7729 -3.0269
O 4.1051 -0.3547 -0.1212
Br 6.3927 5.5134 -0.7473
H -4.2793 12.1285 -4.0067
C -8.1366 -0.5672 0.4477
C -0.6571 0.2454 -4.0689
Br 6.6814 -8.4981 -0.5725
Br -9.1662 9.6930 -4.7013
H -4.7530 4.2408 6.3742
Br -6.6149 5.7698 4.4235
H -3.8275 -5.1682 3.1638
H 4.8312 -1.2678 1.5177
Br -8.0104 7.8747 -2.3581
C -2.8763 9.8424 1.8854
H -1.2869 -0.5778 -3.7618
C -3.4470 4.7297 4.7801
Br -9.0590 -8.8021 -0.2520
H -4.7848 -2.3415 5.1596
H 2.3131 -1.3479 1.6530
Br 3.8824 -11.4735 -2.1313
Br 3.4032 -11.3023 1.0124
O 3.1274 0.4106 -6.0784
C 3.5761 0.3874 -3.6801
Br 7.6808 -5.8198 3.3704
C -2.0856 1.4488 0.6029
H 10.2994 -7.4709 4.7050
C -3.6925 3.4478 2.8127
Br 5.1092 -4.4365 4.6444
C 5.7963 -5.4831 3.1813
N 2.3615 -5.4018 -2.2062
Br 8.0478 -5.6800 -1.1347
C -7.5778 -8.1160 0.7654
H -0.3504 6.5330 1.6764
C -5.0767 2.9403 4.6855
H -8.6148 -1.2971 1.0851
Br -1.7932 -4.7906 -2.7789
N -1.6345 1.4628 -2.2724
Br -9.5312 0.4618 -0.3879
O 3.1385 -3.5964 -3.0585
H 1.6227 0.7188 -7.4276
C -3.0240 4.4569 3.4795
C 2.9128 -0.5187 2.0253
H -2.8453 0.8735 1.1299
C 4.7751 6.2252 0.0102
C -4.7652 -1.9715 4.1448
Br -1.2138 9.8809 2.8521
Br -5.2685 10.6958 -2.2598
H 4.1578 2.3045 -2.1602
C -8.0323 7.0315 4.0679
H 2.3226 0.3977 2.0526
H 1.4921 3.2959 -5.0397
H -10.2909 8.7561 -2.7125
H 2.6710 0.9604 -0.8281
H 4.9189 0.9553 -5.2444
C 0.8698 2.4581 -4.7504
C 0.2173 0.1251 -5.1252
Br 5.4010 -4.6809 1.4797
Br -9.2262 10.7367 -1.6930
C -5.8036 4.5278 -2.7031
O 4.7089 0.4074 -2.8281
Br -2.2645 10.8669 -3.3401
C -1.0604 6.3273 0.8658
C -4.4657 3.9849 5.3627
H -5.1085 1.9033 2.7537
H 12.8449 -7.1728 9.5644
C 1.8612 -7.3711 1.5957
C -0.0376 2.5778 -3.6723
Br -4.4939 -7.5212 3.4807
S 1.8267 -3.4948 -5.4572
C 12.3738 -7.0526 10.5294
Br -8.0167 8.4812 5.3340
H 4.8133 6.0423 1.0740
Br 2.3633 -6.3362 3.1511
C -3.9144 11.8195 -3.0383
Br -4.0928 3.6560 -2.8419
Br 9.1108 -8.4670 6.6203
H 2.3592 2.2021 -6.8441
C -9.3159 9.2009 -2.8481
Br -5.9375 5.4664 -1.0228
H 0.4323 -2.2249 -3.9794
Br -7.6660 -6.2007 0.9487
H -3.2006 6.5861 5.1621
C -1.8953 5.1887 2.8164
C -3.3251 -6.0964 2.9291
H 3.1653 -0.6174 -3.7850
H -2.3016 5.0822 -1.0687
C -0.7759 1.4442 -3.3321
C -1.7165 2.5814 -1.6148
Br 4.6476 8.1277 -0.2360
Br 6.0546 -12.6617 -0.1235
Br -3.6319 13.4146 -2.0011
H -1.5136 5.9811 3.4664
C -4.6891 2.6729 3.3722
H 3.1509 -0.7727 3.0617
H 0.6158 5.6722 -0.3859
C 6.8699 -7.0389 -1.8078
H -1.3176 7.2468 0.3462
H 4.3678 -9.0706 -4.4155
H 5.5980 1.5764 -1.4353
H -1.0773 5.8567 -2.0401
H 3.7701 -4.2238 -1.1243
Br 4.9480 -7.4728 -6.2018
C 10.6378 -8.1023 5.5139
Br -3.0289 -6.1070 1.0297
Br 4.4648 -10.6170 -6.3402
H -0.5043 -3.0073 -5.2072
C -1.2378 5.0613 -1.3086
Br -3.0769 -2.5007 -4.5781
Br -7.2566 3.2931 -2.9479
Br -3.0425 -2.4032 3.4088
C -0.3767 5.3455 -0.0821
H 7.3194 -7.4327 -2.7069
H -0.4378 -1.2337 -6.6387
O -2.8603 5.7530 5.5110
N -2.2450 5.6899 1.4795
H -8.9749 6.5165 4.1845
C 0.4052 -2.4285 -5.0489
H -0.0328 2.3684 0.9754
Br 11.9969 -7.1183 6.4603
Br -6.1868 -2.8719 3.1973
H -0.4255 1.1349 2.1282
N 1.7811 -5.2305 -3.4158
C -2.5973 2.5458 -0.3929
C -0.8667 1.8327 1.4215
O -0.9300 0.8112 0.2704
H -2.6230 3.4734 0.1675
H 2.7866 0.9683 -3.1883
C 0.3697 -1.1601 -5.9076
H -3.4096 3.2550 1.7914
C -2.9800 -3.2769 -2.8096
H 1.2967 -1.0776 -6.4675
H -2.8818 6.4614 1.6608
C 2.0434 1.1982 -6.5458
H -1.0748 4.4743 2.6871
H 4.7868 0.4700 1.6865
Br -7.0914 -1.5364 -0.8435
H 3.9091 1.6719 0.1718
*
```

***

The following is a DFT calculation (ωB97M-V/def2-TZVPD) of a structure of composition C6H12O in a non-equilibrium geometry.

Output
HOMO   -9.1 eV
LUMO   -0.218 eV
Gap between HOMO and LUMO   8.9 eV
Energy above the lowest of the compared OMol25 structures with the same formula, charge and spin   426.85 kJ/mol

Structure (ORCA input):
```
! wB97M-V def2-TZVPD RIJCOSX def2/J DEFGRID3
* xyz 0 1
H -1.9236 -0.8947 -0.6376
H -3.2182 -1.2749 0.8210
H -1.3953 0.9370 -1.1697
C 1.2991 -0.5428 0.2860
C -2.5675 -0.5143 0.3413
H 1.2739 -1.4145 -0.3771
H 1.4885 -0.9045 1.2975
H 0.1403 1.7499 -1.3399
H 2.3521 1.1522 -0.7649
H 0.0181 0.0989 -1.8796
H -1.0728 -1.3698 1.5346
C -1.1902 -0.9016 0.5540
O -3.0693 0.6315 0.1208
C -0.0557 0.1294 0.2744
H -0.0905 0.9067 1.0464
H 2.5328 1.0790 0.9562
C 2.4357 0.4445 0.0698
C -0.3273 0.8006 -1.1148
H 3.3700 -0.1128 -0.0183
*
```

***

The following is a DFT calculation (ωB97M-V/def2-TZVPD) of the molecule C3H4OS in a non-equilibrium geometry.

Output
HOMO   -7.9 eV
LUMO   0.875 eV
Structure (SMILES)   C1=CSCO1
Gap between HOMO and LUMO   8.8 eV
Energy above the lowest of the compared OMol25 structures with the same formula, charge and spin   214.57 kJ/mol

Structure (ORCA input):
```
! wB97M-V def2-TZVPD RIJCOSX def2/J DEFGRID3
* xyz 0 1
C 0.4935 0.1256 1.1778
S -0.9590 1.2471 0.6491
H -0.1555 -0.6961 1.8555
H 0.5073 -0.7470 -1.8751
O 1.0410 -0.6043 -0.0110
H 1.3204 0.4619 1.6904
C 0.2218 -0.4066 -0.9519
H -1.6623 0.2947 -1.5980
C -0.8072 0.3249 -0.9366
*
```

***

The following is a DFT calculation (ωB97M-V/def2-TZVPD) of a cluster of 7 separate species, C35H79Br2O14 in total in a non-equilibrium geometry.

Output
HOMO   -2.4 eV
LUMO   1.904 eV
Gap between HOMO and LUMO   4.3 eV
Energy above the lowest of the compared OMol25 structures with the same formula, charge and spin   0.00 kJ/mol

Structure (ORCA input):
```
! wB97M-V def2-TZVPD RIJCOSX def2/J DEFGRID3
* xyz -1 1
H 4.1500 -2.2523 -6.6815
H -2.3730 -4.2854 2.7083
C 0.6773 -3.9528 3.0045
H 0.3346 -3.2496 4.9801
C -5.1398 -1.8523 4.5767
H 3.3006 -1.6793 -2.3715
C 2.2614 4.0774 0.6245
H 2.4666 -3.1638 -8.1856
C 2.7929 -2.1279 -8.3185
H -2.5323 -1.4937 6.4531
H -2.6168 2.7600 4.3447
C -2.4864 3.2464 -4.8603
C -0.2919 -3.4880 4.1268
C -3.6297 -5.4006 4.0328
O -3.0414 2.0747 -4.2905
H 3.0562 7.1640 0.2824
H 8.0279 -3.3945 3.3243
H 2.5390 -1.6765 -6.2286
H -2.3275 0.5047 -3.2170
C 1.3972 6.7847 -1.0026
H 3.9396 -1.1493 -3.9530
C -2.2486 -4.9634 3.5523
H -2.4141 2.9170 0.8523
C 4.9542 -2.8142 0.2039
H -2.3561 1.5914 -1.0377
O 0.7339 5.7263 -1.6673
H -3.9634 1.6446 -1.7696
C 0.1655 -3.8833 1.5590
H 0.8501 -3.3048 0.9492
H 1.9108 3.8332 -0.3801
C 7.5532 -3.2617 2.3450
H -2.0676 3.8942 2.2889
C -4.3183 -0.2999 6.1315
H 4.2810 -3.0528 -0.6284
H -4.8682 3.9388 -1.2056
C -1.3671 -4.3503 4.6401
H -0.8198 -3.4504 1.4892
H 1.4209 -1.3631 -3.8176
C 4.7849 -4.7937 1.5020
H 0.3457 0.4363 -1.5854
C -0.4338 5.2708 -0.9972
C 3.3178 -1.6142 -6.9953
H 0.1146 -4.8711 1.1159
H 2.1546 -0.8482 -10.7172
O -3.4717 2.3641 2.4953
Br 1.3630 -5.7521 3.3498
C -4.0925 -2.8975 4.2616
H 2.4336 -1.5993 0.3503
C -2.2831 2.8836 1.9332
H 3.2892 5.7786 -0.7952
H 1.1542 0.2892 -9.7892
H 8.2683 -2.7940 1.6693
C -4.1470 4.0547 -2.0221
H 4.9108 -5.2298 0.5057
O 7.1943 -4.5125 1.7916
H -3.2497 3.6980 -5.4924
H 6.1509 -6.1381 2.4277
H -3.2178 -2.6528 4.8547
H -1.7752 -5.8664 3.1373
H 6.6895 -2.6024 2.4518
O -4.8217 0.8164 6.2462
C -4.4923 5.3871 2.4093
H -4.5713 3.6443 -2.9402
H 3.9223 -5.2701 1.9729
H -3.8286 6.1331 1.9725
H -2.1887 3.9681 -4.0967
H -4.5897 3.9148 5.2551
C -3.6024 2.6166 3.8907
H 5.9662 -3.1403 -0.0480
H -4.0508 1.7325 4.3385
H -3.4916 -6.1920 4.7673
H 5.8501 -4.6678 3.3640
C -4.4949 3.8009 4.1729
C 0.4934 -0.5401 -2.0587
C 3.6254 -0.8166 -2.9561
C 2.5596 6.2966 -0.1644
H -0.4906 -0.9313 -2.3372
O 1.0633 -1.4548 -1.1459
H -0.2715 5.1806 0.0792
C -4.4944 -4.3048 4.6562
O 2.6045 0.1613 -3.0580
H -2.4241 -0.2919 5.1814
H -3.9516 5.1162 -2.1711
O -3.9589 5.0195 3.6642
H -6.1437 -2.2418 4.4630
H -4.9969 -0.9886 3.9326
H 3.2199 1.6542 -7.0414
H 1.6496 3.5439 1.3498
H 3.5889 -2.1190 -9.0700
H -3.7747 -2.8216 3.2283
C 1.8036 -0.8365 -0.1046
H -1.4353 2.2283 2.1678
H -4.5537 4.5345 1.7289
C 1.3235 -0.3948 -3.3156
O 3.8162 -0.2916 -7.0898
H -5.5260 -4.4669 4.3321
H -0.6902 4.2959 -1.3926
H 1.5633 -3.3317 3.0626
C 2.8911 0.6924 -6.6507
H 1.7829 7.4601 -1.7736
C -2.3182 1.5975 -3.1671
H -1.6171 2.9981 -5.4790
O 2.1413 5.4627 0.9003
O -5.0792 -1.4067 5.9594
Br -0.9292 -1.6797 3.5129
O 1.6709 -1.3927 -8.7774
C -2.9411 2.0227 -1.8556
O -2.9173 3.4351 -1.6891
H 4.9594 -1.7343 0.3508
H -1.2708 5.9537 -1.1812
H -2.4073 0.2178 6.8677
C 6.0053 -5.0566 2.3532
H -4.5030 -4.3897 5.7368
H -4.1457 -5.8582 3.1881
H 2.4417 -0.0344 -0.4837
H -0.8782 -5.1561 5.1842
H -5.4902 5.8277 2.5265
C -2.8282 -0.4922 6.1693
H 1.1292 -0.4396 0.6609
H 0.8075 0.2875 -3.9997
H 0.6944 7.3489 -0.3810
O 4.4924 -3.4065 1.4003
H 2.8871 0.1629 -9.4426
H 1.8819 0.4923 -7.0173
C 1.9961 -0.3985 -9.7302
H 3.3020 3.7530 0.7341
H 4.4757 -0.3540 -2.4575
H -5.4947 3.6260 3.7637
H -1.2758 1.9285 -3.2172
H 2.8796 0.7392 -5.5567
*
```